No. 1
{
  "formula": "C6H12O",
  "method": "ωB97M-V/def2-TZVPD",
  "spin_multiplicity": 1,
  "homo_energy_ev": -8.98,
  "max_force_ev_per_a": 0.298,
  "e_above_lowest_kj_mol": 186.8,
  "gap_ev": 9.9849,
  "symbols": ["O", "C", "C", "C", "C", "C", "C", "H", "H", "H", "H", "H", "H", "H", "H", "H", "H", "H", "H"],
  "coordinates": [[0.98, -1.28, -0.55], [1.63, 0.97, -0.70], [-1.72, 1.33, 0.05], [-0.02, -2.26, -0.57], [0.39, 0.27, 1.43], [-0.74, 0.25, 0.44], [0.66, 0.00, -0.04], [-2.70, 1.11, 0.49], [0.44, -0.51, 2.19], [-0.96, -1.91, -1.03], [-1.27, -0.70, 0.54], [2.51, 0.37, -0.94], [1.27, 1.41, -1.64], [-1.43, 2.34, 0.37], [1.94, 1.77, -0.03], [-1.87, 1.34, -1.04], [0.37, -3.09, -1.18], [0.76, 1.24, 1.76], [-0.24, -2.64, 0.44]]
}



No. 2
{
  "formula": "C4H15NO3",
  "method": "ωB97M-V/def2-TZVPD",
  "spin_multiplicity": 1,
  "homo_energy_ev": -8.52,
  "max_force_ev_per_a": 5.283,
  "e_above_lowest_kj_mol": 166.4,
  "gap_ev": 9.2512,
  "symbols": ["O", "O", "O", "N", "C", "C", "C", "C", "H", "H", "H", "H", "H", "H", "H", "H", "H", "H", "H", "H", "H", "H", "H"],
  "coordinates": [[-0.63, -2.63, -2.35], [2.25, 0.64, 1.65], [2.77, -0.21, -2.09], [-0.71, 1.30, -0.77], [-1.20, 0.61, 0.48], [0.04, -0.04, 1.07], [0.85, 0.76, 2.08], [-2.45, -0.12, 0.12], [-2.24, -1.10, -0.31], [-0.49, -1.69, -2.48], [2.83, 0.87, 2.38], [0.12, -3.04, -2.78], [-1.39, 1.57, 1.18], [3.49, -0.79, -1.85], [0.46, 1.76, 2.21], [2.22, -0.15, -1.31], [-3.17, -0.11, 0.96], [0.69, -0.41, 0.26], [-0.35, -1.00, 1.56], [-1.15, 1.30, -1.68], [0.22, 1.68, -0.84], [0.90, 0.30, 3.06], [-3.07, 0.51, -0.55]]
}



No. 3
{
  "formula": "C10H10IO3",
  "method": "ωB97M-V/def2-TZVPD",
  "spin_multiplicity": 1,
  "charge": -1,
  "homo_energy_ev": -4.58,
  "max_force_ev_per_a": 4.741,
  "e_above_lowest_kj_mol": 0.0,
  "gap_ev": 7.5032,
  "symbols": ["I", "O", "O", "O", "C", "C", "C", "C", "C", "C", "C", "C", "C", "C", "H", "H", "H", "H", "H", "H", "H", "H", "H", "H"],
  "coordinates": [[-3.93, 0.38, 0.05], [-2.43, -2.17, 0.40], [-1.11, 2.03, 1.14], [-0.66, -1.89, -0.96], [1.31, 1.05, 0.09], [0.79, -1.01, 1.15], [2.67, 0.66, -0.15], [-1.86, 0.10, -0.32], [2.98, -0.59, 0.27], [2.07, -1.34, 1.02], [-1.01, 0.59, 0.88], [-1.49, 0.65, -1.68], [-1.63, -1.57, -0.29], [0.35, 0.25, 0.63], [3.27, 1.23, -0.85], [2.39, -2.43, 1.36], [1.04, 1.99, -0.28], [-1.92, 1.60, -1.81], [-1.53, 0.18, 1.77], [-1.88, 0.01, -2.60], [3.93, -0.93, 0.08], [0.08, -1.66, 1.67], [-1.01, 2.22, 0.25], [-0.41, 0.63, -1.85]]
}



No. 4
{
  "formula": "C4H7NO",
  "method": "ωB97M-V/def2-TZVPD",
  "spin_multiplicity": 3,
  "homo_energy_ev": [-4.10, -11.35],
  "max_force_ev_per_a": 12.476,
  "e_above_lowest_kj_mol": 228.2,
  "s2": 2.01,
  "gap_ev": [5.1200, 10.0220],
  "symbols": ["O", "N", "C", "C", "C", "C", "H", "H", "H", "H", "H", "H", "H"],
  "coordinates": [[-0.54, 0.94, 0.89], [-2.00, -0.86, -0.17], [0.61, 0.37, 0.49], [1.37, -0.10, 1.44], [-2.70, -1.30, -0.91], [0.84, 0.63, -1.03], [1.10, -0.25, 2.45], [1.81, 0.98, -1.34], [2.25, -0.53, 1.07], [-0.32, 1.00, 1.70], [0.00, 1.21, -1.39], [-3.24, -1.65, -1.78], [0.81, -0.44, -1.41]]
}



No. 5
{
  "formula": "C54H135F6N9O18P",
  "method": "ωB97M-V/def2-TZVPD",
  "spin_multiplicity": 1,
  "charge": -1,
  "homo_energy_ev": -7.29,
  "max_force_ev_per_a": 3.457,
  "e_above_lowest_kj_mol": 484.9,
  "gap_ev": 9.0557,
  "symbols": ["P", "F", "F", "F", "F", "F", "F", "O", "O", "O", "O", "O", "O", "O", "O", "O", "O", "O", "O", "O", "O", "O", "O", "O", "O", "N", "N", "N", "N", "N", "N", "N", "N", "N", "C", "C", "C", "C", "C", "C", "C", "C", "C", "C", "C", "C", "C", "C", "C", "C", "C", "C", "C", "C", "C", "C", "C", "C", "C", "C", "C", "C", "C", "C", "C", "C", "C", "C", "C", "C", "C", "C", "C", "C", "C", "C", "C", "C", "C", "C", "C", "C", "C", "C", "C", "C", "C", "C", "H", "H", "H", "H", "H", "H", "H", "H", "H", "H", "H", "H", "H", "H", "H", "H", "H", "H", "H", "H", "H", "H", "H", "H", "H", "H", "H", "H", "H", "H", "H", "H", "H", "H", "H", "H", "H", "H", "H", "H", "H", "H", "H", "H", "H", "H", "H", "H", "H", "H", "H", "H", "H", "H", "H", "H", "H", "H", "H", "H", "H", "H", "H", "H", "H", "H", "H", "H", "H", "H", "H", "H", "H", "H", "H", "H", "H", "H", "H", "H", "H", "H", "H", "H", "H", "H", "H", "H", "H", "H", "H", "H", "H", "H", "H", "H", "H", "H", "H", "H", "H", "H", "H", "H", "H", "H", "H", "H", "H", "H", "H", "H", "H", "H", "H", "H", "H", "H", "H", "H", "H", "H", "H", "H", "H", "H", "H", "H", "H", "H", "H", "H", "H", "H", "H"],
  "coordinates": [[0.67, -0.33, -0.80], [0.30, -0.06, -2.34], [2.07, 0.52, -1.14], [1.40, -1.71, -1.30], [1.11, -0.70, 0.74], [-0.79, -1.08, -0.59], [0.01, 1.05, -0.24], [-2.32, 7.65, 3.41], [4.09, 9.55, -0.78], [0.66, -13.64, 2.17], [0.87, -9.27, 2.16], [3.80, -2.43, -8.16], [9.70, -2.30, -11.46], [-11.84, -0.49, 0.66], [-0.33, 11.80, 5.68], [7.01, 4.70, 3.41], [-9.42, -1.19, -3.11], [7.70, -1.79, -5.90], [7.47, 0.47, -8.81], [8.15, 14.31, -0.36], [-12.86, -4.67, -1.69], [-9.74, -5.77, 10.71], [8.98, 0.18, 2.54], [-7.97, -3.17, -0.32], [-3.94, -3.60, 8.48], [-0.45, 8.71, 5.22], [5.57, -3.37, -6.28], [2.48, -11.53, 1.62], [-7.64, -3.85, 8.33], [9.84, -0.05, -10.11], [-12.12, -2.37, -2.99], [6.94, 1.84, 3.86], [5.07, 12.25, -0.55], [-10.15, -2.87, 1.41], [8.95, -1.26, -5.49], [-11.67, -0.88, 2.04], [3.93, 10.31, 0.38], [10.04, -0.74, 2.33], [-13.37, -5.63, -0.76], [5.51, -2.56, -5.02], [1.72, -13.91, 1.32], [-1.53, 6.76, 4.16], [-9.03, -1.91, 1.55], [5.93, 13.47, -0.52], [-13.90, -3.88, -2.36], [9.53, 14.22, -0.34], [7.44, 13.12, -0.49], [-1.31, 7.56, 5.45], [-13.31, -3.07, -3.54], [-9.68, -7.06, 11.32], [5.74, 2.67, 3.86], [7.89, -0.36, 3.32], [9.46, 1.36, -9.90], [6.13, 4.09, 4.36], [-10.61, -0.51, -3.58], [4.23, -3.93, -6.34], [-8.63, -4.15, 9.35], [6.69, 0.59, 3.18], [7.71, 5.79, 3.97], [-5.28, -3.64, 7.92], [0.67, -7.91, 2.55], [-7.73, -2.48, 0.93], [6.82, -1.82, -4.78], [-8.50, -5.50, 10.01], [-12.47, 0.80, 0.54], [-2.85, 7.07, 2.20], [0.56, 10.85, 6.24], [-11.30, -2.34, 2.16], [9.58, -3.35, -12.38], [-6.28, -3.96, 8.95], [8.38, 1.54, -8.82], [3.29, 8.37, -0.79], [6.32, 1.08, -8.12], [0.32, 12.94, 5.13], [-0.49, -14.33, 1.76], [2.74, -1.83, -8.87], [5.13, 11.23, 0.50], [1.85, -10.85, 0.42], [-11.62, -1.53, -4.13], [-3.02, -2.71, 7.89], [10.39, -0.01, -11.53], [2.91, -12.92, 1.42], [-8.45, -0.18, -2.82], [3.28, -2.92, -6.88], [-0.22, 9.51, 6.44], [-6.74, -3.58, -0.92], [10.76, -1.42, -11.95], [1.42, -9.39, 0.82], [7.61, 2.29, 3.25], [-12.54, -6.34, -0.69], [5.90, -4.17, -5.76], [-1.21, 9.77, 6.81], [1.79, -2.35, -8.94], [10.72, 0.05, -9.63], [3.45, 7.74, -1.66], [-9.62, -4.04, 8.93], [-8.86, -7.18, 12.02], [10.26, 2.04, -9.59], [4.95, 2.37, 4.55], [8.26, -0.36, 4.34], [6.00, 10.58, 0.48], [-9.82, -3.63, 1.99], [-3.28, -2.63, 6.83], [9.06, 1.79, -10.82], [6.60, 3.94, 5.33], [-8.55, -3.38, 10.12], [5.12, 11.66, 1.50], [-11.11, -2.12, -4.90], [2.31, -3.42, -6.92], [3.50, 7.69, 0.04], [2.46, -0.87, -8.43], [1.62, -7.37, 2.51], [11.73, -1.68, -11.54], [9.62, -1.38, -6.33], [6.74, -0.80, -4.39], [7.06, 6.54, 4.41], [10.01, 15.20, -0.31], [-0.80, 9.28, 4.46], [-6.92, -4.11, -1.86], [-8.75, -1.84, 2.60], [0.29, 8.94, 7.22], [-11.16, -2.46, 3.24], [3.01, -1.65, -9.91], [5.62, 14.08, -1.37], [-6.15, -3.39, 9.87], [0.22, -7.86, 3.54], [-11.09, 0.08, -2.80], [-10.43, 0.24, -4.36], [-2.29, 7.77, 5.87], [-3.52, 6.29, 2.57], [-13.45, 0.70, 1.02], [-7.19, -3.10, 1.65], [2.59, -10.74, -0.37], [7.51, -1.37, 3.16], [5.39, 11.79, -1.39], [-12.16, -2.93, 1.86], [-6.26, -4.38, -0.35], [7.90, 2.46, -9.16], [-10.88, -0.27, 2.49], [3.51, -12.92, 0.51], [9.58, -3.00, -13.41], [7.30, -2.48, -4.05], [-6.08, -2.78, -1.26], [-9.40, -7.81, 10.58], [-12.56, -0.60, 2.60], [5.43, 0.53, -8.42], [2.08, -14.93, 1.50], [0.69, -9.04, 0.09], [-9.17, -0.91, 1.15], [11.25, 0.65, -11.45], [-7.72, -4.68, 7.76], [2.39, -8.89, 0.75], [6.42, 1.07, -7.04], [9.60, -1.56, 1.77], [9.90, 13.64, 0.51], [7.43, 12.49, 0.40], [8.51, 5.45, 4.62], [-8.24, -6.22, 9.23], [1.07, 12.77, 4.36], [-14.59, -4.62, -2.78], [9.73, 0.28, -12.34], [-9.00, 0.62, -2.32], [10.07, 13.83, -1.20], [9.35, -1.74, -4.59], [2.27, 8.75, -0.76], [4.28, -4.83, -6.95], [8.87, -0.22, -5.16], [8.74, -4.04, -12.32], [-5.17, -4.40, 7.14], [-0.01, -7.46, 1.83], [-14.45, -3.23, -1.68], [3.16, -2.15, -6.11], [1.10, -11.40, -0.15], [-0.58, 6.56, 3.66], [0.69, 13.58, 5.93], [-5.51, -2.67, 7.49], [1.37, 10.55, 5.58], [-7.63, -5.54, 10.66], [10.48, -1.18, 3.22], [-0.53, 13.39, 4.61], [5.19, 2.69, 2.91], [-8.00, 0.25, -3.71], [-3.43, 7.76, 1.59], [-13.82, -5.19, 0.13], [3.55, -13.16, 2.26], [10.99, -1.54, -13.01], [-3.26, -1.79, 8.41], [2.96, 10.82, 0.38], [-13.02, -3.71, -4.37], [-6.94, -1.73, 0.89], [10.46, -3.97, -12.20], [-1.96, -2.91, 8.06], [-0.76, -14.14, 0.72], [-10.57, -7.48, 11.79], [-1.25, -13.97, 2.45], [-0.46, -15.41, 1.87], [3.86, -4.32, -5.39], [-2.06, 6.61, 1.61], [-0.87, 6.84, 6.13], [-12.42, -1.82, -2.20], [10.80, -0.29, 1.69], [4.76, -1.76, -5.06], [8.35, 6.20, 3.19], [-11.90, 1.55, 1.09], [-7.55, -0.56, -2.34], [-12.72, 1.00, -0.50], [3.34, -11.03, 1.76], [6.03, 2.09, -8.41], [-12.30, -0.88, -4.67], [8.86, 1.76, -7.87], [-14.14, -6.19, -1.28], [7.69, 12.57, -1.40], [-6.03, -4.99, 9.18], [4.09, 9.72, 1.28], [1.42, -14.06, 0.29], [-2.02, 5.80, 4.34], [5.79, 14.12, 0.34], [5.24, 4.70, 4.49], [5.23, -3.13, -4.14], [5.81, -0.01, 3.42], [6.60, 0.85, 2.13], [0.97, 11.21, 7.18], [-14.09, -2.37, -3.85]]
}



No. 6
{
  "formula": "CH3I2P",
  "method": "ωB97M-V/def2-TZVPD",
  "spin_multiplicity": 1,
  "homo_energy_ev": [-9.72, -8.18],
  "max_force_ev_per_a": 3.433,
  "e_above_lowest_kj_mol": 417.2,
  "gap_ev": [8.5757, 5.2382],
  "symbols": ["I", "I", "P", "C", "H", "H", "H"],
  "coordinates": [[-2.51, -1.76, -0.09], [-0.72, 2.36, -0.03], [1.42, -0.31, -0.23], [0.03, 0.52, 0.51], [1.27, 0.32, -1.40], [0.54, -1.40, -0.43], [-0.03, 0.29, 1.68]]
}



What is the formula in the fourth record? C4H7NO